No. 1
# C19H26N4O3S

One molecule with the formula C19H26N4O3S (ωB97M-V/def2-TZVPD, the OMol25 dataset).

```
53
Properties=species:S:1:pos:R:3:forces:R:3
H -1.7081 -4.0094 -3.3066 0.0 -0.1 -0.1
C -1.5603 0.0512 3.3664 0.3 0.0 0.6
C 1.7022 1.1226 -2.5796 -0.5 0.3 -0.1
C 2.6339 0.9543 1.9459 -0.2 0.1 0.0
H 1.6073 2.9221 -3.7550 -0.1 0.0 0.0
N -1.9721 -0.2538 2.0173 0.2 -0.3 -0.2
H 0.6242 1.0037 -2.4625 0.2 0.0 -0.1
H -0.4563 -2.8446 -3.7296 0.0 0.0 -0.1
H -0.1188 0.9256 1.4284 0.0 0.0 0.2
C 2.2387 -0.1634 0.9672 0.0 0.0 0.1
C 3.5845 2.7373 -2.8915 -0.1 0.2 0.2
N 2.3363 0.6392 -1.3664 0.0 0.0 -0.4
N 0.2181 1.3201 2.3033 0.0 0.0 -0.4
H 3.5094 1.4950 1.5798 0.1 0.0 0.0
N -3.3075 0.3424 0.1812 -0.4 0.6 0.1
H -0.4816 -4.3816 -0.9604 0.1 -0.1 0.0
H 0.1834 -3.3373 0.3093 0.1 -0.1 0.0
S -2.9857 -0.9260 -2.1857 0.3 -0.2 0.3
C -2.6759 -0.6195 -0.5191 0.5 -0.7 0.1
C 2.0672 2.5849 -2.8257 0.2 -0.2 -0.2
H 1.5052 -0.8111 1.4533 0.1 0.1 -0.1
H 3.8535 3.7881 -3.0088 0.1 0.0 -0.1
C -1.2814 -1.2905 1.3570 -0.2 0.0 -0.1
C 1.5009 1.9678 2.1820 0.2 0.1 0.1
H 2.0439 0.5050 -3.4178 0.0 0.0 0.0
C 1.5761 0.3613 -0.2925 0.3 -0.4 0.3
H -2.3811 0.5161 3.9153 0.1 0.0 -0.1
O -0.4187 -1.9128 1.9535 0.2 -0.1 0.2
H 1.4408 2.6665 1.3419 0.0 0.0 0.1
O 0.3557 0.5010 -0.3330 -0.3 0.2 0.0
C -1.7849 -2.1922 -2.1987 -0.1 0.3 0.3
O 0.0822 1.3202 4.5618 0.1 0.0 0.4
H 3.1079 -0.7777 0.7347 0.0 0.0 0.0
C 3.7775 0.7191 -1.4188 0.4 0.2 0.3
C -0.1202 -3.3795 -0.7318 0.0 0.0 0.0
H 5.3016 2.2199 -1.6780 0.0 0.0 0.1
H 0.7454 -3.1817 -1.3640 0.1 -0.1 0.0
C 4.2132 2.1736 -1.6202 0.1 -0.2 -0.3
H -1.2889 -0.8870 3.8623 -0.1 0.2 -0.1
H 4.2226 0.3203 -0.5101 -0.1 -0.1 -0.1
H 4.1246 0.1167 -2.2676 0.0 0.0 0.1
H 3.9679 2.1934 -3.7582 0.0 0.0 -0.1
H 1.6882 2.5263 3.1016 0.0 0.0 -0.2
H 2.8964 0.4883 2.8969 0.1 0.0 0.0
C -1.6981 -1.4663 -0.0089 -0.6 0.3 -0.3
H -3.3985 1.2579 1.9915 0.0 0.0 0.2
H -2.1240 -2.5796 -4.2631 0.0 -0.1 -0.2
C -1.1883 -2.3683 -0.9863 -0.1 0.0 -0.3
C -1.5052 -2.9477 -3.4499 0.0 0.0 0.1
C -0.3210 0.9635 3.4753 -0.5 -0.2 -0.3
H 1.6705 3.1926 -2.0101 -0.1 0.0 0.0
C -2.9259 0.4858 1.4002 -0.3 0.2 -0.3
H 3.8912 2.7658 -0.7608 0.0 0.0 0.1
```
Positions in Å, forces in eV/Å.

Summary:
Relative energy (zero: lowest compared OMol25 entry of this formula, charge and spin): 0.0 kJ/mol
HOMO level: -7.99 eV
Structure (SMILES): Cc1sc2ncn(CC(=O)NCCCC(=O)N3CCCCC3)c(=O)c2c1C
HOMO-LUMO gap: 0.316 hartree


No. 2
# C31H35MgN3O5S2

C31H35MgN3O5S2 as an isolated structure at a distorted geometry (ωB97M-V/def2-TZVPD, the OMol25 dataset).

```
77
Properties=species:S:1:pos:R:3:forces:R:3
H 0.3520 -2.8826 -0.3806 -0.2 0.3 0.4
H 0.1818 2.7764 2.3983 -1.7 -0.1 0.5
C -3.8673 1.2961 0.8352 -0.4 -0.4 1.5
H -5.0250 1.4705 -1.5645 0.6 -0.5 0.0
C -1.9115 0.5846 -0.3870 -0.9 1.0 0.2
O 3.0775 -0.8623 0.1821 0.6 0.0 -0.1
H 1.6137 4.4478 -0.5022 -0.2 -0.1 -0.2
C 0.2484 -1.7021 -5.0253 -1.2 -0.6 0.3
H -0.6843 -2.0807 3.0140 0.1 0.5 -0.3
H 4.2721 1.7685 -0.3357 -0.2 -1.1 -0.7
O 2.1321 0.8082 2.1979 -1.5 0.0 -1.6
C 1.5499 -1.6371 -5.2734 1.2 0.3 -1.2
H -2.2316 -0.5163 -4.8561 0.4 0.0 -0.1
C 0.4595 -0.7084 -2.7633 0.1 0.4 2.0
H -4.9416 1.5244 0.8208 0.6 0.1 0.4
C -3.5724 1.5233 3.3375 -0.8 0.2 -0.6
S -0.5630 -2.7899 -6.1682 0.3 1.3 0.9
N -0.0417 -0.1325 -1.6299 0.5 -1.2 -1.8
H -5.4208 2.5754 2.8790 0.0 -0.1 -0.3
H 1.4957 -1.0802 -2.6793 -0.6 0.4 -0.1
O 0.3437 -1.3879 1.1105 0.2 -1.4 -1.4
H 3.0227 -2.2831 -6.8091 -1.7 -0.2 0.2
C -1.7214 1.0290 1.8665 0.9 -0.9 -2.9
N -1.0958 0.7765 0.6545 -1.3 0.0 2.1
H 0.9348 -3.6914 -7.8498 0.0 1.0 0.6
H -1.7783 -4.6857 0.0581 0.0 -0.1 -0.4
H 4.2335 -1.7481 1.7433 0.0 0.2 -0.2
H 3.1398 2.4764 2.6234 0.0 0.3 0.1
S -2.7534 1.0282 4.7522 -0.7 -0.8 0.4
C -1.1668 -2.9659 2.6426 -0.2 -1.3 2.2
H 1.3407 4.0562 2.1965 0.2 0.3 0.6
H -0.8312 -3.7788 3.3440 -0.5 0.6 -0.5
Mg 1.0936 0.3530 0.2684 -0.4 -0.1 -0.1
H 2.4942 -1.9144 1.8394 0.0 0.0 -0.4
C -1.3627 0.1322 -1.6332 0.2 0.6 -0.4
C 3.9349 0.9997 -1.1060 -0.9 2.1 1.4
H -1.1275 1.0126 2.7487 0.8 0.1 0.4
C 1.1456 3.0028 2.0682 0.7 0.1 -1.7
H -1.5763 -5.2295 1.7058 -0.1 0.0 0.1
C 2.0128 3.4595 -0.2658 0.6 -0.2 1.4
H 3.0091 3.6730 0.2062 -0.7 -0.5 -0.2
H 2.1608 -0.9969 -4.6844 0.7 0.3 0.2
H -4.2471 1.0142 6.7251 0.4 0.4 -0.2
C -2.1751 0.0750 -2.7910 0.6 -0.5 -0.7
C -0.2877 -0.9266 -3.9130 -1.8 -0.2 -1.0
C -3.5512 0.5207 -2.7786 1.3 0.5 1.0
H 5.1575 -0.4661 -0.0909 -0.6 -0.1 -0.4
H -5.9863 2.5275 5.4874 0.4 -0.6 -0.6
C 3.2882 -1.2217 1.5784 0.2 0.4 0.4
C -1.5882 -0.4103 -3.9885 0.0 -0.3 1.9
C 3.1765 -0.0350 2.5996 0.0 -1.3 -0.2
H 4.3445 -0.9870 -1.5989 -0.5 -1.0 0.4
H -3.9823 0.5510 -3.7757 -0.7 0.2 0.5
C -4.7784 2.1064 3.6017 -0.4 0.1 1.1
C 0.9017 -2.9377 -7.0311 0.1 -1.7 -1.0
N -0.7384 -3.3519 1.3410 0.7 0.1 -2.0
H 2.8269 -0.4716 3.5592 1.0 0.1 -0.2
H 1.9444 2.0685 3.8284 -0.2 0.0 0.2
C -5.1296 2.0446 4.9866 1.3 -0.6 0.7
C 2.0861 2.5692 -1.4870 0.4 -0.3 -0.7
H -2.2573 -2.8720 2.7606 0.3 0.0 -0.4
C -1.0842 -4.7328 0.8809 0.5 0.8 0.5
H 2.7631 2.8947 -2.2959 -0.2 0.4 0.6
H 4.4250 1.3065 -2.0540 -0.5 -0.5 0.4
H 4.1279 0.5043 2.6729 -0.2 0.1 0.2
C 2.1186 2.1017 2.7544 2.0 0.5 0.4
H -0.1741 -5.2951 0.6634 -0.2 0.1 -0.2
C 0.0114 -2.5081 0.6066 -0.3 0.2 2.0
C -3.3064 0.9241 -0.3465 1.6 -0.2 -1.4
C 4.2112 -0.4398 -0.6698 -0.3 1.1 1.0
C -3.0809 1.2031 2.0131 -0.3 1.3 -0.8
O 1.0967 2.7579 0.6500 0.7 -0.3 -0.9
O 2.4448 1.1941 -1.1892 1.4 0.3 0.0
C -4.1463 1.3422 5.6927 -1.3 1.1 0.1
C 1.9436 -2.2920 -6.4607 2.0 -0.1 -0.2
H 1.0918 2.5429 -1.9139 -0.3 -0.3 -0.1
C -4.0228 0.9982 -1.5966 -1.6 0.0 -1.0
```
Positions in Å, forces in eV/Å.

Summary:
Relative energy (zero: lowest compared OMol25 entry of this formula, charge and spin): 0.0 kJ/mol
HOMO level: -12.48 eV
Charge: +2
HOMO-LUMO gap: 0.258 hartree


No. 3
# C12H43N17O9

A 9-piece molecular cluster, C12H43N17O9 overall at a distorted geometry (ωB97M-V/def2-TZVPD, the OMol25 dataset).

```
81
Properties=species:S:1:pos:R:3:forces:R:3
O -1.3374 -2.8761 4.2088 -0.3 0.5 0.3
O -1.5231 0.5312 0.1039 -0.6 -0.4 -1.4
H 2.0840 6.3703 0.9362 -0.5 0.1 0.0
C 3.4484 1.2636 4.1550 1.7 1.8 -8.2
H -0.3932 -0.5402 3.7724 0.4 0.2 -0.7
H -4.8864 4.3353 -1.2301 -0.3 -0.7 -0.5
H 1.9146 1.1833 5.2722 0.2 0.3 0.2
H 3.1968 3.1122 -0.3060 0.0 -0.4 0.2
H 0.3729 -4.1534 0.0856 -0.3 0.7 -0.1
H -3.4503 -2.1063 -0.8337 0.1 0.0 -0.2
N 4.7190 1.1221 4.0350 3.9 -0.9 0.8
H -5.5462 2.7107 -0.7501 0.2 0.5 -0.8
C -1.2095 1.1268 -3.7176 2.5 0.3 3.2
H -5.6433 2.1658 1.2161 0.3 0.0 0.7
H 2.9415 -0.3238 0.3830 0.1 0.2 0.0
N 2.9242 1.1774 5.2447 -5.0 -1.0 8.7
O -4.0906 4.8063 0.9927 1.3 2.2 0.0
N -0.0013 1.2236 -3.1401 1.2 -0.1 0.8
H 0.3251 0.6964 -2.3428 -0.2 0.1 -0.1
C 1.4449 4.6780 1.8181 -1.5 0.8 2.0
H -0.5172 -7.5328 -2.4264 -0.2 -0.4 0.9
N 3.1136 0.6565 0.2115 -0.2 -1.2 0.9
H 3.4354 1.2920 6.1083 0.0 -0.2 0.0
H 5.1839 0.7677 4.8586 1.0 0.1 -0.6
O -3.6996 -3.8619 -2.6581 0.1 0.9 1.0
H -2.1559 1.9627 -5.1250 0.1 0.4 -0.5
N -1.2076 1.9128 -4.7808 -2.8 1.1 -3.3
H -2.1940 -3.4763 1.8455 0.2 0.4 -0.1
C 0.5610 -7.3731 -2.4194 -0.4 1.4 -0.1
N 0.3133 1.3734 0.9525 5.0 -0.4 -0.3
O 2.8735 1.5628 3.1016 -2.2 0.2 -1.6
N -0.6277 -1.1010 2.9658 1.8 3.0 1.1
C -1.2693 -2.2101 3.1803 -0.3 -2.9 1.3
H -0.6636 2.7534 -4.9131 0.0 -0.5 0.4
H 0.7399 -1.8917 -0.5671 0.3 0.6 -0.1
H 1.7762 -2.1851 -1.9836 0.1 -0.5 0.2
H 5.0636 1.3091 3.1042 0.6 -0.2 0.5
C -0.9286 1.4230 0.7149 -5.0 -0.9 1.5
N -2.4743 -2.4026 -3.7328 2.0 0.7 -3.3
H -4.7295 3.1421 2.4112 -0.4 -0.6 0.0
H 3.1397 2.8772 -1.9860 -0.1 -0.3 0.2
H -0.5910 -4.7836 -2.1181 -0.6 -0.9 0.4
C -4.6983 3.8419 0.6127 0.6 0.8 2.1
N -4.9848 2.8893 1.4673 -0.5 -2.4 2.4
H -0.5496 -0.8838 1.9826 0.6 1.4 0.8
H 0.6602 -7.1342 -3.4783 0.9 0.1 -0.3
N -3.0451 -1.8446 -1.7211 -0.9 0.4 3.6
C 0.9253 -3.9319 -0.8276 1.8 -1.1 -2.1
H 2.4796 -4.9439 0.0192 0.3 -0.3 -0.1
H 3.3509 5.1820 2.0984 0.1 -0.1 -0.2
O -2.1292 0.4919 -3.2439 -1.0 -0.8 -0.8
H 2.8648 3.6814 2.7069 0.0 -0.4 0.0
H 2.7744 -4.2280 -1.4258 0.7 -0.2 0.0
O 0.5493 4.0423 2.3310 -2.0 -1.5 0.0
H 0.8078 0.6432 0.4603 0.4 0.5 0.5
H -1.9855 -1.5217 -3.6604 -0.1 0.1 -1.1
N 1.2824 5.8341 1.2364 -1.8 2.6 -2.1
H 0.3355 6.1813 1.2892 0.3 0.4 -0.4
N -1.7485 -2.5834 2.0018 -1.5 -1.4 -2.1
H 3.3344 1.2870 0.9691 -0.2 -0.4 0.5
C 0.8952 -2.5261 -1.4397 -1.8 0.3 1.2
H 0.5950 1.9594 -3.4909 0.3 -0.7 0.3
O 0.9513 -6.2750 -1.5766 -1.0 -0.5 0.0
H 0.7010 2.0587 1.5851 0.9 -0.2 -0.1
H -2.7386 -2.9459 -4.5422 0.7 0.5 -0.1
C -3.1058 -2.7586 -2.6727 -2.0 -2.6 0.9
H -2.5072 2.5683 1.5897 0.2 -0.6 -0.6
H 1.1494 -8.2450 -2.1337 -0.2 0.1 0.0
H -0.9181 2.8230 2.1462 -0.2 0.4 -0.3
C 0.4649 -4.9764 -1.9285 1.1 0.7 0.4
N 2.3792 -4.0877 -0.5069 -1.1 -0.2 0.2
H -2.6129 -0.9317 -1.7229 0.2 0.0 -0.6
H -1.5716 -1.8842 1.2947 -1.0 -1.0 -0.8
N 3.1494 2.4528 -1.0695 0.2 4.0 -0.5
H 0.9139 -4.7392 -2.8930 0.4 0.4 -0.2
O 2.7043 0.5614 -2.0696 -0.5 -0.5 1.1
H 0.0039 -2.3372 -2.0380 -0.1 -0.2 -0.3
N -5.1680 3.6288 -0.5655 -1.1 0.1 -3.8
N -1.5280 2.3356 1.5054 -1.0 1.4 0.8
N 2.6750 4.4326 2.0590 5.5 -2.1 0.7
C 2.9122 1.1651 -0.9957 0.8 -1.5 -2.3
```
Positions in Å, forces in eV/Å.

Summary:
<S²>: 0.750
Relative energy (zero: lowest compared OMol25 entry of this formula, charge and spin): 51.2 kJ/mol
HOMO level (alpha / beta): 0.07 / -7.03 eV
Charge: -1
HOMO-LUMO gap (alpha / beta): 0.076 / 0.336 hartree
Multiplicity: 2


No. 4
# C20H18N6NaOS2Se

C20H18N6NaOS2Se as an isolated structure at a distorted geometry (ωB97M-V/def2-TZVPD, the OMol25 dataset).

```
49
Properties=species:S:1:pos:R:3:forces:R:3
H 1.5619 -1.5932 3.9142 0.0 0.0 0.0
N -0.9934 -3.0416 2.4694 0.1 0.1 0.0
H 2.8280 3.5521 -0.2085 0.0 -0.1 0.0
Na -0.2708 -0.1628 0.4091 -0.3 -0.2 -0.5
N -0.2656 -2.7282 -5.1170 0.0 0.0 0.0
H 4.1067 -0.0049 -2.2359 0.0 0.0 0.0
H 2.7717 -5.4053 1.1027 0.0 0.0 0.0
S -0.0804 -1.8138 -1.5648 0.0 -0.1 -0.2
C 2.4499 1.6624 0.7403 -0.1 0.0 0.0
C 2.9633 2.4774 -0.2560 0.0 0.1 0.1
H -3.9743 -3.1694 -0.0206 0.0 0.0 0.0
O 0.0350 -0.0201 2.4345 0.2 0.3 1.1
H -3.1878 -4.5803 -0.7700 0.0 0.0 0.0
N 1.6509 1.4447 3.0726 -0.1 0.0 -0.1
H 2.2222 -0.2537 4.8726 0.0 0.0 0.0
C 1.0808 -5.3453 -0.2178 -0.1 0.0 0.0
C 3.5860 1.8833 -1.3379 0.0 0.0 -0.1
H 0.5076 -0.6915 5.0174 0.0 0.0 0.0
C -3.0435 -3.5563 -0.4239 0.1 -0.1 0.2
C -0.2160 -4.9007 -0.4402 0.0 -0.1 -0.1
H -0.7808 -2.4994 3.2873 0.0 0.0 0.0
H -0.7245 -5.0845 -1.3780 0.0 0.0 0.1
C 0.9487 0.2951 3.1883 0.1 -0.1 -0.2
C 3.1497 -0.2270 -0.3329 0.0 0.0 0.1
H 0.5751 2.3262 1.5309 0.0 0.0 0.0
H 1.9419 3.2600 2.1074 0.0 0.0 0.0
H 3.1789 -1.3111 -0.3440 0.0 0.0 0.0
H 2.4888 1.5094 3.6234 0.0 0.0 0.0
N -2.0586 -3.5515 0.6495 -0.1 0.1 -0.2
C 1.7599 -5.0454 0.9648 -0.1 0.0 0.0
C -0.1207 -3.8318 1.7299 -0.1 0.1 0.1
C -0.1491 -0.4463 -3.9010 0.1 0.0 -0.2
C -0.1070 -0.3471 -2.5017 0.1 0.1 -0.1
C 3.6727 0.5034 -1.3858 0.0 0.0 0.0
S -0.0465 1.2175 -1.7523 -0.1 0.0 -0.3
C -0.1108 0.7068 -4.7503 -0.1 -0.2 0.3
C 1.6105 2.2523 1.8654 0.2 -0.2 0.0
N -0.0966 1.6293 -5.4456 0.1 -0.1 0.0
H 3.9581 2.4878 -2.1545 0.0 0.0 0.0
H 1.5822 -5.9172 -0.9885 0.0 0.0 0.0
C -0.2034 -1.7143 -4.5663 0.0 0.3 0.2
C -2.1542 -2.8251 1.7918 0.2 -0.3 -0.2
C -0.8029 -4.1494 0.5616 -0.2 0.0 0.0
H 1.6963 -4.0373 2.8750 0.0 0.0 0.0
N 2.5621 0.3359 0.7263 0.0 0.0 -0.1
H -2.6932 -2.9282 -1.2418 0.1 0.0 0.0
Se -3.5252 -1.7542 2.3569 0.1 0.0 0.0
C 1.3486 -0.6076 4.3270 -0.1 0.0 0.1
C 1.1681 -4.2788 1.9610 0.1 0.0 0.0
```
Positions in Å, forces in eV/Å.

Summary:
Relative energy (zero: lowest compared OMol25 entry of this formula, charge and spin): 50.6 kJ/mol
HOMO level: -3.93 eV
Charge: -1
HOMO-LUMO gap: 0.206 hartree


What did the first record say?
# C19H26N4O3S

One molecule with the formula C19H26N4O3S (ωB97M-V/def2-TZVPD, the OMol25 dataset).

```
53
Properties=species:S:1:pos:R:3:forces:R:3
H -1.7081 -4.0094 -3.3066 0.0 -0.1 -0.1
C -1.5603 0.0512 3.3664 0.3 0.0 0.6
C 1.7022 1.1226 -2.5796 -0.5 0.3 -0.1
C 2.6339 0.9543 1.9459 -0.2 0.1 0.0
H 1.6073 2.9221 -3.7550 -0.1 0.0 0.0
N -1.9721 -0.2538 2.0173 0.2 -0.3 -0.2
H 0.6242 1.0037 -2.4625 0.2 0.0 -0.1
H -0.4563 -2.8446 -3.7296 0.0 0.0 -0.1
H -0.1188 0.9256 1.4284 0.0 0.0 0.2
C 2.2387 -0.1634 0.9672 0.0 0.0 0.1
C 3.5845 2.7373 -2.8915 -0.1 0.2 0.2
N 2.3363 0.6392 -1.3664 0.0 0.0 -0.4
N 0.2181 1.3201 2.3033 0.0 0.0 -0.4
H 3.5094 1.4950 1.5798 0.1 0.0 0.0
N -3.3075 0.3424 0.1812 -0.4 0.6 0.1
H -0.4816 -4.3816 -0.9604 0.1 -0.1 0.0
H 0.1834 -3.3373 0.3093 0.1 -0.1 0.0
S -2.9857 -0.9260 -2.1857 0.3 -0.2 0.3
C -2.6759 -0.6195 -0.5191 0.5 -0.7 0.1
C 2.0672 2.5849 -2.8257 0.2 -0.2 -0.2
H 1.5052 -0.8111 1.4533 0.1 0.1 -0.1
H 3.8535 3.7881 -3.0088 0.1 0.0 -0.1
C -1.2814 -1.2905 1.3570 -0.2 0.0 -0.1
C 1.5009 1.9678 2.1820 0.2 0.1 0.1
H 2.0439 0.5050 -3.4178 0.0 0.0 0.0
C 1.5761 0.3613 -0.2925 0.3 -0.4 0.3
H -2.3811 0.5161 3.9153 0.1 0.0 -0.1
O -0.4187 -1.9128 1.9535 0.2 -0.1 0.2
H 1.4408 2.6665 1.3419 0.0 0.0 0.1
O 0.3557 0.5010 -0.3330 -0.3 0.2 0.0
C -1.7849 -2.1922 -2.1987 -0.1 0.3 0.3
O 0.0822 1.3202 4.5618 0.1 0.0 0.4
H 3.1079 -0.7777 0.7347 0.0 0.0 0.0
C 3.7775 0.7191 -1.4188 0.4 0.2 0.3
C -0.1202 -3.3795 -0.7318 0.0 0.0 0.0
H 5.3016 2.2199 -1.6780 0.0 0.0 0.1
H 0.7454 -3.1817 -1.3640 0.1 -0.1 0.0
C 4.2132 2.1736 -1.6202 0.1 -0.2 -0.3
H -1.2889 -0.8870 3.8623 -0.1 0.2 -0.1
H 4.2226 0.3203 -0.5101 -0.1 -0.1 -0.1
H 4.1246 0.1167 -2.2676 0.0 0.0 0.1
H 3.9679 2.1934 -3.7582 0.0 0.0 -0.1
H 1.6882 2.5263 3.1016 0.0 0.0 -0.2
H 2.8964 0.4883 2.8969 0.1 0.0 0.0
C -1.6981 -1.4663 -0.0089 -0.6 0.3 -0.3
H -3.3985 1.2579 1.9915 0.0 0.0 0.2
H -2.1240 -2.5796 -4.2631 0.0 -0.1 -0.2
C -1.1883 -2.3683 -0.9863 -0.1 0.0 -0.3
C -1.5052 -2.9477 -3.4499 0.0 0.0 0.1
C -0.3210 0.9635 3.4753 -0.5 -0.2 -0.3
H 1.6705 3.1926 -2.0101 -0.1 0.0 0.0
C -2.9259 0.4858 1.4002 -0.3 0.2 -0.3
H 3.8912 2.7658 -0.7608 0.0 0.0 0.1
```
Positions in Å, forces in eV/Å.

Summary:
Relative energy (zero: lowest compared OMol25 entry of this formula, charge and spin): 0.0 kJ/mol
HOMO level: -7.99 eV
Structure (SMILES): Cc1sc2ncn(CC(=O)NCCCC(=O)N3CCCCC3)c(=O)c2c1C
HOMO-LUMO gap: 0.316 hartree